(1)
{"formula": "C21H33O8P", "method": "ωB97M-V with the def2-TZVPD basis set", "e_above_lowest_ev": 0.000, "gap_ha": 0.345, "homo_energy_ev": -8.7003, "smiles": "C#CCCCO[P@](=O)(O)OCc1ccc(C)cc1.CCOC(C)=O.CCOC(C)=O", "species": ["C", "C", "C", "C", "C", "O", "P", "O", "O", "O", "C", "C", "C", "C", "C", "C", "C", "C", "H", "H", "H", "H", "H", "H", "H", "H", "H", "H", "H", "H", "H", "H", "H", "H", "H", "C", "C", "O", "C", "C", "O", "H", "H", "H", "H", "H", "H", "H", "H", "C", "C", "O", "C", "C", "O", "H", "H", "H", "H", "H", "H", "H", "H"], "positions_angstrom": [[2.918, 1.549, 3.392], [3.453, 1.383, 2.332], [4.085, 1.223, 1.025], [3.105, 1.140, -0.166], [1.765, 1.814, 0.041], [1.993, 3.227, 0.227], [0.898, 4.214, -0.332], [0.377, 3.885, -1.663], [1.692, 5.593, -0.238], [-0.225, 4.373, 0.788], [-1.538, 3.845, 0.486], [-1.591, 2.365, 0.720], [-1.741, 1.858, 2.007], [-1.733, 0.491, 2.217], [-1.565, -0.407, 1.170], [-1.487, -1.888, 1.407], [-1.439, 0.099, -0.122], [-1.457, 1.472, -0.334], [2.593, 1.705, 4.393], [4.668, 0.298, 1.052], [4.818, 2.019, 0.887], [2.919, 0.094, -0.420], [3.560, 1.598, -1.047], [1.240, 1.412, 0.909], [1.146, 1.631, -0.839], [1.100, 6.284, 0.082], [-1.832, 4.104, -0.529], [-2.222, 4.344, 1.175], [-1.850, 2.536, 2.846], [-1.843, 0.124, 3.232], [-2.301, -2.265, 2.026], [-1.467, -2.412, 0.451], [-0.554, -2.121, 1.923], [-1.310, -0.550, -0.979], [-1.340, 1.872, -1.336], [3.468, -5.220, 1.910], [2.718, -4.273, 0.996], [1.871, -3.381, 1.726], [2.310, -2.229, 2.271], [3.790, -1.926, 2.306], [1.507, -1.484, 2.763], [4.143, -4.686, 2.579], [4.056, -5.925, 1.322], [2.766, -5.781, 2.526], [3.387, -3.716, 0.339], [2.039, -4.833, 0.356], [4.178, -2.229, 3.278], [3.912, -0.849, 2.209], [4.371, -2.413, 1.527], [-3.537, 1.040, -4.330], [-3.474, -0.397, -4.804], [-3.131, -1.296, -3.745], [-4.039, -1.805, -2.888], [-5.455, -1.274, -2.893], [-3.683, -2.633, -2.096], [-4.317, 1.185, -3.582], [-3.739, 1.706, -5.169], [-2.588, 1.329, -3.878], [-4.396, -0.714, -5.293], [-2.673, -0.514, -5.532], [-5.535, -0.508, -2.123], [-6.122, -2.094, -2.640], [-5.778, -0.855, -3.843]], "mulliken_charge": [0.179, -0.484, -0.941, -0.810, -0.182, -0.199, 0.743, -0.625, -0.541, -0.352, -1.246, 0.893, -0.798, -0.551, 0.987, -1.315, -0.419, -0.707, 0.391, 0.475, 0.442, 0.302, 0.424, 0.213, 0.526, 0.341, 0.421, 0.501, 0.420, 0.401, 0.416, 0.293, 0.092, 0.464, 0.466, -1.007, -0.399, -0.341, 0.836, -0.613, -0.542, 0.266, 0.375, 0.309, 0.307, 0.372, 0.349, -0.487, 0.330, -0.777, -0.504, -0.396, 0.866, -1.021, -0.573, 0.258, 0.390, 0.153, 0.382, 0.342, 0.241, 0.323, 0.341]}

(2)
{"formula": "C21H34AsBF6N6PbS3", "method": "ωB97M-V with the def2-TZVPD basis set", "total_charge": 3, "gap_ha": [0.178, 0.170], "homo_energy_ev": [-17.8116, -17.7532], "multiplicity": 2, "species": ["Pb", "C", "C", "C", "C", "N", "C", "C", "N", "B", "N", "C", "C", "N", "C", "S", "C", "C", "C", "C", "N", "C", "C", "N", "C", "S", "C", "C", "C", "C", "C", "S", "H", "H", "H", "H", "H", "H", "H", "H", "H", "H", "H", "H", "H", "H", "H", "H", "H", "H", "H", "H", "H", "H", "H", "H", "H", "H", "H", "H", "H", "H", "H", "H", "H", "H", "F", "As", "F", "F", "F", "F", "F"], "positions_angstrom": [[0.008, -1.741, 0.098], [0.479, -0.186, 4.481], [0.488, 1.343, 4.333], [1.556, 1.879, 5.286], [-0.868, 1.965, 4.666], [0.859, 1.736, 2.921], [1.865, 2.577, 2.611], [1.873, 2.750, 1.239], [0.887, 1.998, 0.704], [0.566, 2.075, -0.826], [1.477, 1.134, -1.682], [1.618, 1.354, -3.008], [2.507, 0.435, -3.511], [2.921, -0.354, -2.494], [2.285, 0.077, -1.356], [2.451, -0.578, 0.214], [3.884, -1.508, -2.666], [3.181, -2.817, -2.286], [5.133, -1.267, -1.812], [4.300, -1.586, -4.132], [-0.952, 1.792, -1.082], [-1.881, 2.715, -0.747], [-3.117, 2.250, -1.127], [-2.953, 1.036, -1.696], [-1.609, 0.753, -1.679], [-0.861, -0.649, -2.294], [-4.092, 0.183, -2.206], [-5.397, 0.954, -2.037], [-3.895, -0.112, -3.697], [-4.160, -1.104, -1.372], [0.255, 1.373, 1.739], [-1.061, 0.298, 1.594], [0.313, -0.462, 5.520], [1.421, -0.634, 4.158], [-0.341, -0.644, 3.928], [1.303, 1.577, 6.299], [1.577, 2.972, 5.286], [2.550, 1.489, 5.061], [-1.114, 1.750, 5.703], [-1.670, 1.558, 4.051], [-0.847, 3.049, 4.540], [2.513, 3.014, 3.352], [2.513, 3.377, 0.640], [0.779, 3.191, -1.177], [1.107, 2.152, -3.522], [2.864, 0.330, -4.520], [3.044, -2.913, -1.212], [3.803, -3.655, -2.596], [2.219, -2.916, -2.796], [4.908, -1.235, -0.750], [5.629, -0.338, -2.095], [5.834, -2.084, -1.970], [3.455, -1.791, -4.792], [5.003, -2.408, -4.246], [4.814, -0.681, -4.462], [-1.631, 3.651, -0.275], [-4.073, 2.734, -1.029], [-5.396, 1.890, -2.598], [-5.620, 1.155, -0.988], [-6.211, 0.347, -2.428], [-3.871, 0.806, -4.285], [-4.725, -0.719, -4.053], [-2.982, -0.672, -3.888], [-4.203, -0.884, -0.303], [-3.324, -1.768, -1.571], [-5.065, -1.651, -1.632], [-0.817, -2.886, 1.662], [-1.886, -4.240, 3.095], [-0.625, -3.588, 4.076], [-2.694, -2.717, 3.318], [-2.697, -5.164, 4.203], [-2.849, -4.436, 1.687], [-0.758, -5.331, 2.435]], "mulliken_charge": [0.964, -1.483, 0.982, -2.109, -1.493, 0.556, -0.014, -1.062, -0.087, 1.642, -0.059, -1.318, 0.154, 0.562, -0.117, -0.081, 1.007, -1.503, -1.514, -2.084, 0.044, -1.198, 0.013, 0.533, -0.050, -0.009, 0.955, -2.077, -1.506, -1.506, -0.066, 0.022, 0.485, 0.379, 0.328, 0.443, 0.542, 0.505, 0.485, 0.342, 0.410, 0.623, 0.684, -0.049, 0.647, 0.616, 0.321, 0.496, 0.359, 0.359, 0.408, 0.476, 0.505, 0.446, 0.522, 0.656, 0.626, 0.527, 0.500, 0.440, 0.406, 0.482, 0.354, 0.405, 0.307, 0.510, -0.519, 1.798, -0.401, -0.406, -0.324, -0.399, -0.392]}

(3)
{"formula": "C21H34Cl26NO4P", "method": "ωB97M-V with the def2-TZVPD basis set", "gap_ha": 0.269, "homo_energy_ev": -8.4662, "species": ["N", "P", "O", "C", "C", "C", "O", "C", "C", "C", "C", "O", "C", "O", "H", "H", "H", "H", "H", "H", "H", "H", "C", "Cl", "Cl", "H", "H", "C", "Cl", "Cl", "H", "H", "C", "Cl", "Cl", "H", "H", "C", "Cl", "Cl", "H", "H", "C", "Cl", "Cl", "H", "H", "C", "Cl", "Cl", "H", "H", "C", "Cl", "Cl", "H", "H", "C", "Cl", "Cl", "H", "H", "C", "Cl", "Cl", "H", "H", "C", "Cl", "Cl", "H", "H", "C", "Cl", "Cl", "H", "H", "C", "Cl", "Cl", "H", "H", "C", "Cl", "Cl", "H", "H"], "positions_angstrom": [[0.343, 0.455, 0.052], [0.242, 1.247, -1.443], [-1.370, 1.490, -1.628], [1.025, 2.883, -1.054], [2.351, 2.922, -1.153], [3.024, 4.203, -0.788], [4.073, 4.588, -1.252], [2.301, 4.999, 0.252], [0.976, 4.966, 0.358], [0.179, 5.708, 1.387], [-0.407, 6.952, 0.697], [0.336, 7.829, 0.335], [0.251, 4.089, -0.613], [-0.878, 4.328, -0.985], [-0.346, 0.842, 0.693], [0.172, -0.530, -0.120], [-1.569, 2.031, -2.400], [2.927, 2.050, -1.437], [2.887, 5.610, 0.939], [0.860, 6.058, 2.159], [-0.599, 5.059, 1.786], [-1.506, 6.997, 0.537], [-2.009, -2.502, 1.206], [-1.300, -3.476, 2.493], [-1.122, -2.670, -0.317], [-3.030, -2.828, 1.046], [-1.991, -1.461, 1.507], [-4.812, 0.297, -2.695], [-3.705, -0.576, -1.641], [-4.164, 0.425, -4.338], [-5.752, -0.241, -2.733], [-4.966, 1.295, -2.303], [-4.233, -5.158, 4.916], [-4.682, -4.580, 3.307], [-2.988, -4.146, 5.660], [-5.113, -5.144, 5.548], [-3.851, -6.163, 4.825], [-4.916, 6.965, 0.153], [-5.693, 5.421, -0.201], [-3.481, 6.761, 1.175], [-4.608, 7.423, -0.779], [-5.622, 7.600, 0.673], [-0.197, -5.315, -3.392], [0.075, -3.577, -3.227], [-1.490, -5.871, -2.318], [-0.481, -5.526, -4.417], [0.713, -5.841, -3.144], [-0.355, -6.851, 6.442], [-1.881, -7.445, 5.774], [0.651, -6.097, 5.204], [-0.580, -6.114, 7.204], [0.183, -7.688, 6.870], [1.256, -8.743, -5.468], [1.815, -7.850, -4.047], [1.287, -7.743, -6.924], [1.906, -9.597, -5.616], [0.239, -9.070, -5.292], [4.759, 6.028, 4.184], [5.583, 4.629, 4.877], [3.941, 5.596, 2.671], [4.019, 6.384, 4.891], [5.489, 6.801, 3.980], [5.203, 0.934, 4.224], [5.761, -0.727, 4.471], [3.734, 0.993, 3.239], [4.995, 1.381, 5.189], [5.981, 1.487, 3.717], [2.759, 7.153, -3.349], [1.271, 6.474, -4.027], [3.714, 7.996, -4.576], [2.492, 7.858, -2.571], [3.355, 6.347, -2.938], [9.356, 0.858, 3.792], [9.609, -0.316, 5.084], [8.405, 2.243, 4.348], [10.319, 1.215, 3.448], [8.823, 0.374, 2.981], [-4.766, -7.232, -3.062], [-4.905, -6.976, -1.318], [-5.848, -8.512, -3.628], [-5.024, -6.310, -3.569], [-3.745, -7.514, -3.288], [-5.128, -3.022, -6.043], [-4.190, -4.075, -4.975], [-6.096, -3.952, -7.193], [-5.793, -2.417, -5.438], [-4.445, -2.388, -6.594]], "mulliken_charge": [-0.420, 0.124, -0.339, 0.581, -0.603, -0.222, -0.611, -0.651, 1.019, -0.739, 0.351, -0.540, 0.361, -0.644, 0.260, 0.148, 0.263, 0.421, 0.583, 0.333, 0.362, 0.029, -0.332, -0.131, -0.099, 0.267, 0.287, -0.378, -0.018, -0.173, 0.303, 0.252, -0.086, -0.144, -0.137, 0.328, 0.039, -0.282, -0.145, -0.160, 0.235, 0.331, -0.102, -0.167, -0.129, 0.274, 0.101, -0.291, -0.146, -0.129, 0.241, 0.335, -0.263, -0.143, -0.147, 0.316, 0.246, -0.430, -0.108, -0.054, 0.305, 0.301, -0.046, -0.166, -0.123, 0.254, 0.055, 0.083, -0.172, -0.182, 0.224, 0.034, -0.317, -0.135, -0.105, 0.327, 0.246, 0.158, -0.140, -0.181, -0.003, 0.155, -0.230, -0.078, -0.171, 0.190, 0.288]}

(4)
{"formula": "C21H34IrN6", "method": "ωB97M-V with the def2-TZVPD basis set", "e_above_lowest_ev": 0.143, "total_charge": 2, "gap_ha": [0.328, 0.262], "homo_energy_ev": [-13.9836, -14.5391], "multiplicity": 2, "species": ["Ir", "C", "C", "C", "C", "C", "H", "H", "H", "H", "H", "C", "N", "C", "C", "N", "N", "C", "N", "N", "H", "H", "H", "H", "H", "H", "H", "H", "H", "H", "H", "C", "C", "C", "C", "C", "C", "C", "C", "N", "C", "C", "C", "C", "H", "H", "H", "H", "H", "H", "H", "H", "H", "H", "H", "H", "H", "H", "H", "H", "H", "H"], "positions_angstrom": [[0.122, -0.149, 0.073], [2.103, 0.314, 0.853], [1.545, -0.718, 1.628], [0.336, -0.204, 2.233], [0.193, 1.134, 1.819], [1.264, 1.462, 0.933], [2.999, 0.224, 0.258], [1.969, -1.698, 1.772], [-0.319, -0.731, 2.907], [-0.607, 1.802, 2.093], [1.456, 2.432, 0.508], [-1.890, -4.681, -2.504], [-1.879, -3.727, -1.392], [-2.401, -4.256, -0.134], [-1.146, -2.600, -1.356], [-0.768, -2.023, -0.256], [-0.855, -2.018, -2.576], [0.128, -1.100, -2.842], [0.395, -0.927, -4.151], [0.716, -0.438, -1.902], [-2.897, -5.077, -2.615], [-1.203, -5.504, -2.303], [-1.608, -4.234, -3.452], [-3.144, -5.014, -0.363], [-2.896, -3.466, 0.433], [-1.618, -4.718, 0.473], [-0.949, -2.589, 0.559], [-1.395, -2.335, -3.364], [0.158, -1.624, -4.836], [1.036, -0.208, -4.442], [1.471, 0.141, -2.246], [1.408, 3.958, -3.001], [0.080, 3.253, -2.939], [-0.920, 3.521, -3.879], [-2.173, 2.905, -3.809], [-3.245, 3.218, -4.816], [-2.426, 2.015, -2.784], [-1.441, 1.684, -1.813], [-0.184, 2.338, -1.944], [-1.618, 0.807, -0.784], [-3.014, 0.563, -0.248], [-3.761, 1.897, -0.090], [-3.798, -0.450, -1.098], [-2.961, -0.030, 1.164], [1.380, 4.794, -3.696], [2.203, 3.286, -3.333], [1.692, 4.347, -2.023], [-0.727, 4.236, -4.670], [-2.884, 3.905, -5.579], [-4.107, 3.680, -4.332], [-3.593, 2.313, -5.314], [-3.402, 1.564, -2.759], [0.568, 2.164, -1.188], [-3.915, 2.452, -1.008], [-3.220, 2.543, 0.604], [-4.741, 1.697, 0.344], [-4.033, -0.131, -2.107], [-4.745, -0.652, -0.597], [-3.258, -1.395, -1.162], [-2.495, 0.648, 1.874], [-2.457, -0.990, 1.200], [-3.986, -0.181, 1.501]], "mulliken_charge": [1.109, -0.654, -0.462, -0.537, -0.608, -0.217, 0.513, 0.505, 0.543, 0.543, 0.793, -1.002, 0.094, -1.125, 0.261, -0.365, -0.092, 0.467, -0.435, -0.530, 0.357, 0.351, 0.322, 0.313, 0.371, 0.394, 0.345, 0.299, 0.195, 0.200, 0.182, -1.566, -0.047, -0.599, -0.187, -1.647, -0.440, 1.752, 0.049, -0.212, 1.300, -1.602, -1.016, -1.857, 0.418, 0.304, 0.357, 0.370, 0.410, 0.344, 0.366, 0.641, -0.393, 0.398, 0.401, 0.471, 0.232, 0.542, 0.012, 0.283, 0.194, 0.589]}